{
  "formula": "C25H24HfN8PS3Se",
  "method": "ωB97M-V/def2-TZVPD",
  "species": ["Hf", "C", "N", "C", "C", "N", "C", "P", "C", "N", "C", "C", "N", "C", "C", "N", "C", "C", "N", "C", "H", "H", "H", "H", "H", "H", "H", "H", "H", "H", "H", "H", "H", "H", "H", "S", "C", "C", "C", "C", "C", "C", "H", "H", "H", "H", "H", "Se", "N", "C", "C", "C", "C", "C", "C", "N", "H", "H", "H", "H", "S", "S", "C"],
  "coordinates": [[0.26050, 1.39588, 0.02912], [-2.84846, -3.58517, 0.69692], [-2.35250, -2.21185, 0.72174], [-3.26031, -1.18757, 0.91253], [-2.68712, 0.03001, 0.59037], [-1.39517, -0.27974, 0.19632], [-1.19458, -1.61429, 0.32112], [0.23011, -2.54692, -0.30857], [1.56520, -1.71585, 0.63452], [1.55837, -0.40383, 0.75346], [2.58361, -0.12990, 1.61029], [3.22064, -1.30799, 1.93388], [2.56777, -2.33147, 1.29301], [2.89076, -3.72293, 1.36444], [0.39013, -1.53216, -1.80101], [0.38108, -0.21710, -1.96971], [0.51830, 0.04968, -3.28045], [0.61916, -1.10063, -3.96285], [0.46486, -2.08006, -3.05042], [0.67537, -3.47164, -3.38449], [-2.90904, -4.02071, -0.29253], [-2.27447, -4.27698, 1.30212], [-3.85307, -3.55870, 1.27089], [-4.26553, -1.45094, 1.24876], [-2.93813, 1.09231, 0.65565], [2.94304, 0.82548, 1.95884], [4.10776, -1.40646, 2.53079], [3.76281, -3.93604, 1.96041], [2.09402, -4.26649, 1.90810], [3.02166, -4.15311, 0.33490], [0.53276, 1.09914, -3.68135], [0.78455, -1.31933, -4.98414], [0.11242, -3.69925, -4.37533], [1.67823, -3.67628, -3.51580], [0.23112, -4.08863, -2.49192], [-1.96621, 3.71986, 1.60484], [-2.97240, 3.32710, 3.05010], [-3.48039, 4.37966, 3.76433], [-4.40684, 4.25199, 4.81365], [-4.75151, 2.97172, 5.26538], [-4.09696, 1.85754, 4.71279], [-3.28936, 2.05703, 3.60292], [-3.28764, 5.37405, 3.31073], [-4.95457, 5.09376, 5.14880], [-5.66409, 2.81925, 5.83983], [-4.45432, 0.86970, 5.07131], [-2.80130, 1.20578, 3.14820], [1.38348, 3.92123, -1.53626], [2.05303, 2.38539, -0.85546], [2.75157, 1.82514, -1.94362], [3.39317, 0.62437, -1.91566], [3.88483, 0.03585, -3.12170], [3.67222, 0.72914, -4.33391], [2.98230, 1.92195, -4.25878], [2.65075, 2.57938, -3.11104], [2.22721, 3.88542, -3.07807], [3.61718, 0.01120, -1.08023], [4.59150, -0.81484, -3.10319], [4.16984, 0.23240, -5.12438], [2.98097, 2.50404, -5.19785], [-0.69596, 2.94306, -1.80960], [0.23777, 1.82284, 2.53060], [-0.99008, 2.26555, 1.47663]],
  "multiplicity": 2,
  "total_charge": 0,
  "e_homo_ha": [-0.215, -0.233],
  "homo_lumo_gap_ha": [0.2008, 0.2187]
}



{
  "formula": "C25H24N2O8",
  "method": "ωB97M-V/def2-TZVPD",
  "species": ["C", "C", "C", "C", "O", "O", "C", "C", "C", "C", "C", "C", "O", "H", "H", "O", "H", "H", "C", "H", "H", "C", "O", "N", "C", "H", "C", "N", "C", "O", "C", "C", "H", "O", "C", "C", "C", "C", "C", "C", "O", "H", "H", "H", "H", "H", "H", "C", "H", "C", "H", "H", "H", "H", "H", "H", "H", "H", "H"],
  "coordinates": [[3.31455, 2.18269, 1.47978], [3.33500, 1.30230, 0.27713], [2.53542, 1.54528, -0.80243], [2.59154, 0.70086, -1.98397], [1.91589, 0.85641, -2.97972], [3.45952, -0.34507, -1.97762], [4.25468, -0.61741, -0.92392], [5.08795, -1.71995, -1.07231], [5.94041, -2.07192, -0.04212], [5.94360, -1.31372, 1.12763], [5.11649, -0.21740, 1.28041], [4.23377, 0.17024, 0.24084], [5.15371, 0.48458, 2.43547], [5.80680, 0.09451, 3.03090], [6.61567, -1.60367, 1.92198], [6.77860, -3.12653, -0.11548], [6.68448, -3.56857, -0.96866], [5.04892, -2.27584, -1.99600], [1.59349, 2.71791, -0.91361], [1.20657, 2.75001, -1.93295], [2.13730, 3.64577, -0.72239], [0.44450, 2.68303, 0.09006], [0.43806, 3.42879, 1.05494], [-0.57013, 1.82129, -0.13518], [-0.67658, 0.81690, -1.16699], [0.05936, 0.95852, -1.95396], [-0.51700, -0.57111, -0.53752], [-1.52382, -0.74619, 0.49389], [-2.41766, -1.74749, 0.36800], [-2.32144, -2.59375, -0.49898], [-3.56916, -1.82000, 1.39695], [-4.64771, -2.77555, 0.87042], [-5.42174, -2.88611, 1.64327], [-5.22050, -2.28916, -0.31891], [-5.45105, -0.94533, -0.33010], [-6.20553, -0.40889, -1.36788], [-6.49082, 0.94205, -1.39721], [-6.03870, 1.77332, -0.38429], [-5.26953, 1.25642, 0.64080], [-4.95970, -0.09663, 0.66378], [-4.15738, -0.56673, 1.68205], [-4.90117, 1.88198, 1.43914], [-6.27579, 2.82573, -0.39576], [-7.07756, 1.34593, -2.20761], [-6.56006, -1.07796, -2.13513], [-4.21737, -3.74729, 0.62672], [-3.17250, -2.19420, 2.34841], [-1.44532, 0.26975, 1.51999], [-2.21280, 0.12598, 2.27541], [-1.58896, 1.65680, 0.88156], [-1.45269, 2.43777, 1.63084], [-2.57701, 1.75319, 0.42107], [-0.45750, 0.19956, 1.99390], [-0.65345, -1.35372, -1.28431], [0.47897, -0.66581, -0.08903], [-1.67648, 0.88950, -1.61125], [2.60010, 2.99109, 1.38410], [3.05835, 1.60020, 2.36231], [4.30703, 2.59602, 1.64853]],
  "smiles": "Cc1c(CC(=O)N2CCN(C(=O)[C@@H]3COc4ccccc4O3)CC2)c(=O)oc2cc(O)cc(O)c12",
  "total_charge": 0,
  "e_homo_ha": -0.309,
  "homo_lumo_gap_ha": 0.3157
}



{
  "formula": "C25H24N6O6RhS",
  "method": "ωB97M-V/def2-TZVPD",
  "species": ["Rh", "N", "C", "C", "C", "C", "C", "C", "S", "O", "O", "N", "C", "N", "C", "C", "C", "N", "H", "H", "H", "H", "H", "H", "H", "H", "H", "C", "N", "C", "C", "C", "C", "C", "N", "C", "C", "C", "C", "C", "C", "H", "H", "H", "H", "H", "H", "H", "H", "H", "H", "H", "O", "C", "O", "H", "C", "O", "C", "O", "H", "H", "H"],
  "coordinates": [[-0.56846, -0.45219, -0.54390], [1.85202, 1.97740, 7.34520], [1.25293, 1.24075, 6.31873], [0.31906, 1.84297, 5.47362], [-0.29695, 1.10778, 4.47794], [0.01216, -0.23621, 4.32520], [0.92210, -0.85082, 5.16691], [1.53536, -0.11755, 6.16701], [-0.71984, -1.12338, 2.98258], [-2.13390, -0.86842, 3.02105], [-0.29602, -2.49819, 3.06300], [-0.15385, -0.36602, 1.65825], [1.16657, -0.45199, 1.37243], [1.41738, -0.11220, 0.08072], [2.62865, -0.35020, -0.39249], [3.62227, -0.89796, 0.38981], [3.31701, -1.07404, 1.73113], [2.12075, -0.84019, 2.23234], [1.88105, 2.97152, 7.18997], [2.72840, 1.60772, 7.67419], [0.08780, 2.89435, 5.60312], [-1.01685, 1.56270, 3.80848], [1.14246, -1.89925, 5.01592], [2.24713, -0.59021, 6.83507], [2.79947, -0.07491, -1.42763], [4.59464, -1.13744, -0.01371], [4.06264, -1.41141, 2.44542], [0.25962, -0.51598, -3.77519], [-0.76876, -0.41986, -2.75555], [-2.01593, -0.48468, -3.08207], [-2.99686, -0.48917, -2.08817], [-4.39217, -0.52135, -2.11236], [-4.79664, -0.51437, -0.77630], [-3.62549, -0.49438, -0.00177], [-2.56003, -0.48416, -0.80465], [0.49555, 0.80638, -4.47611], [0.60828, 1.97628, -3.72684], [0.78843, 3.19366, -4.36357], [0.87398, 3.25720, -5.75016], [0.76975, 2.09499, -6.49858], [0.57535, 0.87460, -5.86121], [-0.00219, -1.27942, -4.51393], [1.17811, -0.83224, -3.27610], [-2.32149, -0.57254, -4.12578], [-5.01200, -0.53173, -2.99617], [-5.80759, -0.50520, -0.40025], [-3.51451, -0.50901, 1.07243], [0.52117, 1.92131, -2.64576], [0.85189, 4.10006, -3.77366], [1.01100, 4.21126, -6.24492], [0.82820, 2.13594, -7.57982], [0.47795, -0.03243, -6.44890], [-2.53302, 2.43570, -1.72586], [-1.54294, 2.59911, -1.02756], [-0.58983, 1.79521, -0.72768], [-1.38090, 3.61666, -0.58793], [0.32089, -4.28756, 0.34168], [0.50578, -2.93206, -0.08118], [-0.39622, -2.44423, -1.00192], [-1.16211, -3.17915, -1.55269], [0.85301, -4.37879, 1.28392], [0.71435, -4.97592, -0.40783], [-0.73862, -4.48671, 0.49207]],
  "total_charge": -1,
  "e_homo_ha": -0.167,
  "homo_lumo_gap_ha": 0.2604
}



{
  "formula": "C25H25BrN2O2PtTe",
  "method": "ωB97M-V/def2-TZVPD",
  "species": ["Pt", "O", "C", "C", "C", "C", "C", "C", "C", "O", "N", "N", "C", "C", "Br", "C", "C", "C", "C", "C", "C", "C", "H", "H", "H", "H", "H", "H", "H", "H", "H", "H", "H", "H", "H", "H", "C", "C", "C", "C", "C", "C", "Te", "C", "C", "C", "H", "H", "H", "H", "H", "H", "H", "H", "H", "H", "H"],
  "coordinates": [[0.66601, -0.15836, -0.18089], [-0.13447, -3.39180, 1.36139], [-0.08028, -4.12198, 0.22172], [-1.02033, -5.13740, 0.06516], [-0.98099, -5.96681, -1.04132], [0.01257, -5.81002, -2.00194], [0.94099, -4.79389, -1.83940], [0.89741, -3.91170, -0.76049], [1.95582, -2.81797, -0.63698], [1.74335, -1.90911, 0.37486], [2.07704, -2.10619, -1.95786], [1.93671, -0.79946, -1.97454], [1.90898, -0.11020, -3.04720], [1.80254, 1.35558, -3.00321], [1.83181, 2.11145, -1.25004], [1.68990, 2.11992, -4.07825], [1.62401, 3.59822, -4.19409], [0.64695, 4.16242, -5.01162], [0.55615, 5.53772, -5.16923], [1.45849, 6.36924, -4.51960], [2.45182, 5.81654, -3.71885], [2.53657, 4.43982, -3.55895], [0.60893, -2.73029, 1.28182], [-1.76583, -5.26748, 0.84127], [-1.71778, -6.75411, -1.14537], [0.06812, -6.47446, -2.85415], [1.73872, -4.69569, -2.57385], [2.92208, -3.30852, -0.49676], [1.93912, -2.61525, -2.81826], [1.99445, -0.57144, -4.02949], [1.62903, 1.56622, -5.01362], [-0.06028, 3.51416, -5.51775], [-0.21767, 5.95847, -5.79968], [1.39452, 7.44296, -4.64518], [3.16761, 6.45847, -3.21950], [3.32457, 4.01326, -2.94883], [-2.19168, 1.16727, 6.86000], [-2.02678, 0.77642, 5.41650], [-2.59799, -0.38226, 4.91628], [-2.46676, -0.75086, 3.57919], [-3.13325, -2.02224, 3.10519], [-1.72720, 0.08200, 2.72821], [-1.65734, -0.41913, 0.67982], [-1.13117, 1.26060, 3.20664], [-0.32512, 2.18904, 2.33190], [-1.29757, 1.58041, 4.54922], [-2.62796, 0.35597, 7.44172], [-2.84449, 2.03795, 6.95560], [-1.23227, 1.42890, 7.30828], [-3.16059, -1.02927, 5.58263], [-3.41800, -2.63884, 3.95773], [-2.47983, -2.62071, 2.47077], [-4.04371, -1.80218, 2.53778], [0.46870, 1.64813, 1.81783], [0.12167, 2.98367, 2.92994], [-0.93969, 2.65481, 1.55637], [-0.83565, 2.48800, 4.92909]],
  "multiplicity": 3,
  "total_charge": 0,
  "e_homo_ha": [-0.272, -0.295],
  "homo_lumo_gap_ha": [0.2761, 0.2372]
}



What did the second record say?
{
  "formula": "C25H24N2O8",
  "method": "ωB97M-V/def2-TZVPD",
  "species": ["C", "C", "C", "C", "O", "O", "C", "C", "C", "C", "C", "C", "O", "H", "H", "O", "H", "H", "C", "H", "H", "C", "O", "N", "C", "H", "C", "N", "C", "O", "C", "C", "H", "O", "C", "C", "C", "C", "C", "C", "O", "H", "H", "H", "H", "H", "H", "C", "H", "C", "H", "H", "H", "H", "H", "H", "H", "H", "H"],
  "coordinates": [[3.31455, 2.18269, 1.47978], [3.33500, 1.30230, 0.27713], [2.53542, 1.54528, -0.80243], [2.59154, 0.70086, -1.98397], [1.91589, 0.85641, -2.97972], [3.45952, -0.34507, -1.97762], [4.25468, -0.61741, -0.92392], [5.08795, -1.71995, -1.07231], [5.94041, -2.07192, -0.04212], [5.94360, -1.31372, 1.12763], [5.11649, -0.21740, 1.28041], [4.23377, 0.17024, 0.24084], [5.15371, 0.48458, 2.43547], [5.80680, 0.09451, 3.03090], [6.61567, -1.60367, 1.92198], [6.77860, -3.12653, -0.11548], [6.68448, -3.56857, -0.96866], [5.04892, -2.27584, -1.99600], [1.59349, 2.71791, -0.91361], [1.20657, 2.75001, -1.93295], [2.13730, 3.64577, -0.72239], [0.44450, 2.68303, 0.09006], [0.43806, 3.42879, 1.05494], [-0.57013, 1.82129, -0.13518], [-0.67658, 0.81690, -1.16699], [0.05936, 0.95852, -1.95396], [-0.51700, -0.57111, -0.53752], [-1.52382, -0.74619, 0.49389], [-2.41766, -1.74749, 0.36800], [-2.32144, -2.59375, -0.49898], [-3.56916, -1.82000, 1.39695], [-4.64771, -2.77555, 0.87042], [-5.42174, -2.88611, 1.64327], [-5.22050, -2.28916, -0.31891], [-5.45105, -0.94533, -0.33010], [-6.20553, -0.40889, -1.36788], [-6.49082, 0.94205, -1.39721], [-6.03870, 1.77332, -0.38429], [-5.26953, 1.25642, 0.64080], [-4.95970, -0.09663, 0.66378], [-4.15738, -0.56673, 1.68205], [-4.90117, 1.88198, 1.43914], [-6.27579, 2.82573, -0.39576], [-7.07756, 1.34593, -2.20761], [-6.56006, -1.07796, -2.13513], [-4.21737, -3.74729, 0.62672], [-3.17250, -2.19420, 2.34841], [-1.44532, 0.26975, 1.51999], [-2.21280, 0.12598, 2.27541], [-1.58896, 1.65680, 0.88156], [-1.45269, 2.43777, 1.63084], [-2.57701, 1.75319, 0.42107], [-0.45750, 0.19956, 1.99390], [-0.65345, -1.35372, -1.28431], [0.47897, -0.66581, -0.08903], [-1.67648, 0.88950, -1.61125], [2.60010, 2.99109, 1.38410], [3.05835, 1.60020, 2.36231], [4.30703, 2.59602, 1.64853]],
  "smiles": "Cc1c(CC(=O)N2CCN(C(=O)[C@@H]3COc4ccccc4O3)CC2)c(=O)oc2cc(O)cc(O)c12",
  "total_charge": 0,
  "e_homo_ha": -0.309,
  "homo_lumo_gap_ha": 0.3157
}